# 1
DFT (the ωB97M-V functional and the def2-TZVPD basis) results for a single C2H4ClOP molecule at a distorted geometry.

Its LUMO energy is 0.33 eV. The HOMO energy is -0.3566 Eh. For the relative energy (zero: lowest compared OMol25 entry of this formula, charge and spin), the calculation gives 0.0 kcal per mole. Its structure (SMILES) is C=CP(O)Cl. The value obtained for the frontier orbital gap is 10.03 eV. As for the net charge: 0. The total energy is -955.40608 Ha.

Each line ends with the Mulliken charge.
Positions of all 9 atoms, in Å:
C  1.379  -1.018  -0.358  -0.49
C  0.524  -0.201  0.236  -0.10
P  -0.864  0.559  -0.651  0.21
O  -1.057  1.784  0.396  -0.43
Cl  -2.367  -0.887  0.188  -0.30
H  2.185  -1.496  0.178  0.24
H  1.309  -1.236  -1.412  0.22
H  0.589  0.042  1.291  0.32
H  -1.698  2.453  0.131  0.33

Atomic forces in eV per Å
C 0.0040 0.1498 -0.0459
C -0.2160 0.2326 -0.0402
P -0.7827 -1.2442 0.7516
O 0.1237 0.1722 0.1464
Cl 0.8630 0.9656 -0.6136
H 0.0700 -0.0275 0.1027
H -0.0485 -0.0729 -0.2209
H 0.0196 -0.0640 0.0591
H -0.0331 -0.1116 -0.1391

---

# 2
DFT (the ωB97M-V functional and the def2-TZVPD basis) results for 3 unconnected molecules or ions with the total composition C8H13Cl4F3O2 at a distorted geometry.

Its LUMO energy is 0.69 eV. The HOMO energy is -0.3912 Eh. For the relative energy (zero: lowest compared OMol25 entry of this formula, charge and spin), the calculation gives 14.5 kcal per mole. Its structure (SMILES) is CCOC(=O)C(F)(F)F.ClCCCl.ClCCCl. The value obtained for the frontier orbital gap is 11.34 eV. As for the net charge: 0. The total energy is -2603.46156 Ha.

Each line ends with the Mulliken charge.
Positions of all 30 atoms, in Å:
C  -1.908  8.648  1.807  -1.15
C  -0.771  8.180  0.882  -0.13
O  -0.809  6.773  0.739  -0.28
C  -0.318  6.006  1.742  0.40
O  -0.009  6.449  2.877  -0.54
C  -0.298  4.454  1.472  0.84
F  -1.331  3.879  2.126  -0.24
F  -0.364  4.267  0.205  -0.23
F  0.846  3.932  1.868  -0.24
H  -2.915  8.358  1.506  0.33
H  -2.094  9.721  1.855  0.38
H  -1.815  8.330  2.846  0.32
H  0.226  8.440  1.237  0.30
H  -0.994  8.608  -0.095  0.25
Cl  -0.184  -8.802  -7.107  -0.20
C  1.164  -8.759  -5.866  -0.46
C  1.176  -7.358  -5.148  -0.38
Cl  1.989  -6.143  -6.077  -0.17
H  2.126  -8.994  -6.320  0.34
H  0.899  -9.535  -5.148  0.28
H  1.763  -7.585  -4.258  0.25
H  0.205  -6.990  -4.815  0.34
Cl  1.206  -4.218  0.979  -0.18
C  0.183  -3.576  2.320  -0.45
C  0.399  -4.378  3.663  -0.42
Cl  2.093  -4.277  4.174  -0.17
H  -0.846  -3.546  1.963  0.32
H  0.438  -2.543  2.558  0.30
H  0.142  -5.433  3.570  0.31
H  -0.198  -3.908  4.444  0.28

Atomic forces in eV per Å
C -0.5131 0.3249 0.6923
C -1.1748 1.0776 0.9497
O 0.6936 -2.5105 0.2092
C -0.0230 2.3559 3.8628
O -0.6713 -1.5786 -3.9809
C -0.0929 2.0396 1.1631
F 0.5705 0.0781 -0.4333
F -0.8452 -0.8768 -2.3660
F 0.3120 -0.2839 0.8712
H 0.2090 -0.7799 -0.5120
H 0.8970 0.3166 -0.2199
H 0.3312 -0.1513 -0.1277
H -0.1718 0.3160 0.0208
H 0.4781 -0.3294 -0.1292
Cl 0.8286 -0.0580 0.3304
C -1.3329 1.2364 0.2344
C 0.2529 -2.3460 0.3498
Cl 0.3317 0.6790 -0.5307
H -0.2417 0.1972 -0.1587
H 0.0588 0.1257 -0.0108
H 0.1282 0.4486 0.1520
H -0.0251 -0.2807 -0.3642
Cl -0.4063 0.3357 0.5015
C 0.4011 -0.4246 1.1245
C -0.4781 0.5170 -1.3382
Cl 0.0934 0.0111 0.0752
H 0.0248 -0.4721 0.2075
H 0.3941 -0.0439 -0.4094
H 0.0063 0.1607 -0.0689
H -0.0355 -0.0844 -0.0944

---

# 3
DFT (the ωB97M-V functional and the def2-TZVPD basis) results for 10 unconnected molecules or ions with the total composition C31H48Cl4N6O3 at a distorted geometry.

Its LUMO energy is -0.12 eV. The HOMO energy is -0.2959 Eh. Its structure (SMILES) is ClC(Cl)(Cl)Cl.c1cc[nH]c1.c1cc[nH]c1.c1cc[nH]c1.c1cc[nH]c1.c1cc[nH]c1.c1cc[nH]c1.CCO.CCO.CCO. The value obtained for the frontier orbital gap is 7.94 eV. As for the net charge: 0. The total energy is -3604.85044 Ha.

Each line ends with the Mulliken charge.
Positions of all 92 atoms, in Å:
Cl  2.583  7.472  0.931  -0.10
C  2.226  8.792  -0.266  0.34
Cl  3.765  9.698  -0.421  -0.09
Cl  1.726  7.990  -1.826  -0.08
Cl  0.961  9.834  0.426  -0.08
C  6.203  3.943  -0.939  -0.37
C  5.453  3.645  -2.111  -0.52
C  5.847  2.392  -2.599  -0.49
N  6.882  1.933  -1.858  0.02
C  7.094  2.826  -0.833  -0.45
H  6.077  4.738  -0.219  0.40
H  4.755  4.335  -2.564  0.43
H  5.591  1.691  -3.379  0.39
H  7.416  1.083  -1.965  0.20
H  7.822  2.612  -0.064  0.38
C  -0.466  0.899  -0.020  -0.67
C  0.050  -0.388  0.426  -0.46
C  1.426  -0.287  0.593  -0.50
N  1.733  1.019  0.335  0.04
C  0.617  1.707  -0.016  -0.31
H  -1.462  1.288  -0.176  0.43
H  -0.454  -1.330  0.582  0.41
H  2.216  -0.981  0.837  0.43
H  2.658  1.415  0.247  0.20
H  0.757  2.757  -0.228  0.42
C  -6.328  4.058  4.177  -0.28
C  -5.679  4.222  2.960  -0.13
C  -4.341  3.923  3.224  -0.72
N  -4.170  3.561  4.517  0.04
C  -5.375  3.626  5.083  -0.68
H  -7.337  4.431  4.280  0.38
H  -6.150  4.589  2.060  0.39
H  -3.487  4.027  2.570  0.42
H  -3.292  3.366  4.977  0.21
H  -5.452  3.422  6.141  0.39
C  7.354  -2.844  0.978  -0.37
C  7.352  -1.855  1.937  -0.41
C  8.665  -1.590  2.178  -0.36
N  9.450  -2.402  1.432  0.00
C  8.643  -3.186  0.613  -0.60
H  6.426  -3.230  0.583  0.38
H  6.542  -1.347  2.440  0.41
H  9.179  -0.828  2.744  0.36
H  10.456  -2.305  1.430  0.20
H  9.182  -3.898  0.005  0.38
C  -2.871  -8.052  -1.741  -0.31
C  -1.802  -7.539  -2.476  -0.43
C  -1.943  -6.177  -2.529  -0.46
N  -3.122  -5.925  -1.873  0.02
C  -3.644  -7.051  -1.296  -0.44
H  -3.045  -9.082  -1.468  0.37
H  -0.950  -8.145  -2.747  0.35
H  -1.327  -5.395  -2.947  0.37
H  -3.524  -5.021  -1.671  0.18
H  -4.610  -7.032  -0.812  0.35
C  -1.045  1.971  -7.081  -0.36
C  -0.059  2.464  -6.196  -0.46
C  1.091  2.550  -6.994  -0.46
N  0.868  2.228  -8.295  0.02
C  -0.452  1.885  -8.333  -0.53
H  -2.088  1.764  -6.888  0.42
H  -0.125  2.712  -5.147  0.42
H  2.097  2.840  -6.727  0.39
H  1.516  2.115  -9.062  0.22
H  -0.887  1.490  -9.239  0.35
C  2.089  -2.588  5.979  -0.90
C  0.572  -2.425  5.700  -0.23
O  -0.033  -2.068  6.936  -0.55
H  2.545  -2.578  4.989  0.27
H  2.212  -3.520  6.530  0.29
H  2.458  -1.785  6.618  0.27
H  0.141  -3.374  5.383  0.23
H  0.384  -1.646  4.962  0.29
H  -0.046  -2.835  7.514  0.31
C  -5.277  -1.349  -4.320  -1.10
C  -5.665  -0.568  -3.045  -0.14
O  -5.492  -1.550  -2.024  -0.48
H  -5.291  -0.767  -5.242  0.34
H  -5.883  -2.249  -4.422  0.30
H  -4.303  -1.820  -4.188  0.28
H  -6.713  -0.266  -3.047  0.26
H  -5.100  0.356  -2.924  0.29
H  -5.629  -1.064  -1.208  0.25
C  -5.531  -2.716  3.369  -1.07
C  -5.076  -1.229  3.544  -0.14
O  -5.643  -0.546  2.440  -0.50
H  -4.809  -3.183  2.698  0.24
H  -6.562  -2.905  3.069  0.32
H  -5.436  -3.247  4.316  0.35
H  -4.001  -1.084  3.641  0.27
H  -5.536  -0.817  4.443  0.25
H  -5.568  0.399  2.589  0.27

Atomic forces in eV per Å
Cl -0.3605 0.4084 -0.5308
C 0.4514 -0.7930 0.4394
Cl -0.8185 -0.1826 -0.3922
Cl 0.3297 0.9414 1.1195
Cl 0.4038 -0.3932 -0.6400
C 1.4833 -3.1383 -0.7019
C -0.0740 -0.5489 -0.2697
C 0.0186 0.2601 -0.6027
N 0.1792 1.3609 1.9486
C -0.5622 1.4030 0.6057
H 0.1749 0.0177 -0.2750
H -0.2383 -0.3626 -0.0289
H -0.6509 0.7730 -0.4254
H -0.3942 0.1696 -0.1052
H 0.0143 0.0353 -0.1026
C 0.4111 -0.9797 1.0050
C 0.3413 -0.2288 -0.2274
C -1.0013 0.6098 -0.2744
N 0.6299 0.1006 -0.1320
C 0.9038 1.2071 -0.3168
H -0.0640 -0.5615 -0.0522
H -0.3180 0.2119 -0.1023
H -0.3392 -0.1153 0.0465
H -0.1636 -0.2145 0.1534
H -0.3743 -0.0099 -0.1077
C -0.0924 0.1030 0.5559
C 1.7747 -0.1497 0.1024
C 0.4506 0.5716 -2.2405
N 0.0790 0.1342 -1.0182
C -1.8940 0.1939 2.2332
H -0.0734 -0.6249 0.6898
H 0.4010 -0.0971 -0.0734
H -0.0463 -0.1786 -0.0139
H -0.3338 -0.0410 -0.1938
H -0.2519 0.0149 -0.0571
C -0.9922 -1.6480 -1.7811
C 0.5793 1.1372 1.0262
C 1.2128 0.9088 0.7080
N -0.3683 0.0274 -0.5314
C 0.8564 0.6181 1.2144
H 0.2413 -0.3463 -0.2259
H -0.1092 -0.2101 -0.2785
H -0.3674 -0.0322 0.3251
H -0.2932 -0.3111 -0.2360
H -0.7624 -0.1205 -0.2382
C -0.0611 -2.2673 0.8856
C 1.2136 -0.2351 -0.0841
C -0.6657 -0.2821 0.1434
N -0.3524 1.5779 0.8263
C -0.6826 1.1417 -1.0073
H 0.1835 -0.0686 -0.1864
H -0.0360 0.2616 -0.4220
H -0.1792 -0.0941 0.0416
H 0.3383 0.0119 -0.3041
H 0.2217 -0.0039 0.1032
C 0.2522 0.3984 -1.0339
C 1.4774 -0.2633 -1.5197
C 1.1969 0.8340 1.5193
N -1.5662 -0.3251 1.0150
C -1.3207 -0.9652 -0.5630
H 0.1176 -0.0112 0.0264
H 0.0298 -0.1013 -0.1524
H -0.0998 0.0996 0.2544
H -0.0724 0.1792 0.4679
H -0.0133 0.1524 -0.0056
C -1.2578 -0.0156 -0.7279
C 1.0632 -0.2573 1.3482
O -0.7711 0.5832 0.0096
H 0.6931 -0.2994 0.2820
H 0.3853 -0.1154 -0.2787
H -0.0683 0.1468 -0.2976
H 0.0688 0.0193 -0.4957
H -0.1647 0.0083 0.1988
H 0.0438 -0.0583 -0.0562
C -0.0075 0.0162 0.3608
C -0.2131 -1.3438 -1.2397
O 0.2108 0.9067 0.4316
H -0.0550 -0.0027 0.0897
H -0.6066 0.3208 -0.0729
H 0.3872 0.5793 0.0644
H -0.2102 0.0091 -0.3011
H 0.5046 -0.1850 0.2282
H 0.0175 -0.3416 0.4934
C 1.4582 0.3899 0.7783
C -1.9580 -0.9221 0.1339
O 0.2958 0.3382 -0.5387
H -0.3677 -0.2118 -0.2818
H 0.1351 0.6621 -0.3360
H 0.2156 0.0372 0.1804
H 0.1461 -0.3294 -0.2722
H 0.0505 -0.0602 0.3309
H 0.0298 0.1657 -0.0344

---

# 4
DFT (the ωB97M-V functional and the def2-TZVPD basis) results for a molecular structure, C3H3Cl6OP at a distorted geometry.

Its LUMO energy (spin up / spin down) is -1.40 / -2.01 eV. The HOMO energy (spin up / spin down) is -0.3299 / -0.3486 Eh. For the relative energy (zero: lowest compared OMol25 entry of this formula, charge and spin), the calculation gives 0.3 kcal per mole. The value obtained for the frontier orbital gap (spin up / spin down) is 7.58 / 7.48 eV. As for the net charge: 0. The total energy is -3293.81025 Ha.

Each line ends with the Mulliken charge.
Positions of all 14 atoms, in Å:
C  -2.207  0.025  -0.471  -0.50
C  -0.219  -0.506  1.097  -0.36
C  -0.685  0.129  -0.162  0.23
O  2.621  1.003  -1.481  -0.44
P  2.426  0.265  -0.249  0.76
Cl  -3.121  1.163  0.597  -0.17
Cl  0.053  -2.210  1.177  -0.05
Cl  0.182  -0.833  -1.390  -0.08
Cl  -0.029  1.842  -0.210  -0.06
Cl  3.306  1.289  1.179  -0.20
Cl  3.272  -1.525  -0.269  -0.18
H  -2.197  0.347  -1.524  0.33
H  -2.692  -0.891  -0.335  0.35
H  -0.711  -0.098  2.042  0.35

Atomic forces in eV per Å
C 1.3751 2.9732 -0.4906
C -0.7575 0.3680 2.2354
C 0.6024 -0.9127 0.0110
O 0.0488 0.3793 -1.3962
P -0.3249 0.0914 0.3189
Cl 0.2305 -0.3110 -0.4862
Cl -0.3047 0.6331 0.3126
Cl -0.9659 0.1585 -1.5547
Cl -1.3388 -0.7697 0.0660
Cl 0.6667 0.5222 1.4948
Cl 0.5734 -1.0408 0.1681
H -0.9007 0.0348 0.4008
H 0.0270 -1.6503 0.1595
H 1.0686 -0.4761 -1.2395

---

# 5
DFT (the ωB97M-V functional and the def2-TZVPD basis) results for 2 unconnected molecules or ions with the total composition C3H8O4 at a distorted geometry.

Its LUMO energy is 0.68 eV. The HOMO energy is -0.3797 Eh. For the relative energy (zero: lowest compared OMol25 entry of this formula, charge and spin), the calculation gives 39.0 kcal per mole. Its structure (SMILES) is O=C(O)CCO.O. The value obtained for the frontier orbital gap is 11.02 eV. As for the net charge: 0. The total energy is -420.02928 Ha.

Each line ends with the Mulliken charge.
Positions of all 15 atoms, in Å:
O  -1.713  2.369  0.457  -0.60
C  -1.010  1.469  0.983  0.53
O  0.054  1.720  1.835  -0.50
C  -1.140  0.026  0.594  -0.34
C  -1.745  -0.197  -0.781  -0.45
O  -0.865  0.445  -1.589  -0.52
H  0.073  2.838  2.024  0.39
H  -1.748  -0.494  1.367  0.30
H  -0.094  -0.404  0.484  0.25
H  -2.742  -0.012  -1.057  0.36
H  -1.673  -1.267  -0.946  0.26
H  -1.222  1.196  -2.069  0.32
O  5.117  -4.539  -0.901  -0.63
H  5.042  -5.470  -1.268  0.32
H  4.990  -4.133  -1.721  0.30

Atomic forces in eV per Å
O 2.2068 -2.4950 2.1833
C -0.7460 3.1339 -1.6709
O -1.4514 4.1887 -0.0863
C -0.1218 -0.9260 1.0172
C 0.8313 -0.9928 1.0557
O 1.8089 0.9456 -2.6668
H -0.3078 -4.7322 -0.9886
H 0.7138 0.1089 -0.1637
H -1.3018 0.3591 0.6293
H -1.5936 0.9737 0.5625
H 0.2338 -0.4835 -0.1280
H -0.2711 -0.0809 0.2557
O 0.0328 -3.1225 0.5125
H 0.2433 1.1403 1.3714
H -0.2773 1.9827 -1.8833

---

# 6
DFT (the ωB97M-V functional and the def2-TZVPD basis) results for a single C6H6 molecule at a distorted geometry.

Its LUMO energy is 0.71 eV. The HOMO energy is -0.3166 Eh. For the relative energy (zero: lowest compared OMol25 entry of this formula, charge and spin), the calculation gives 49.5 kcal per mole. Its structure (SMILES) is c1ccccc1. The value obtained for the frontier orbital gap is 9.33 eV. As for the net charge: 0. The total energy is -232.14749 Ha.

Each line ends with the Mulliken charge.
Positions of all 12 atoms, in Å:
C  1.065  0.668  0.705  -0.31
C  1.093  -0.707  0.501  -0.25
C  0.191  -1.337  -0.404  -0.41
C  -0.867  -0.583  -0.912  -0.21
C  -1.076  0.690  -0.403  -0.28
C  -0.273  1.180  0.634  -0.48
H  1.910  1.403  0.693  0.31
H  1.692  -1.432  1.064  0.33
H  0.533  -2.203  -0.937  0.35
H  -1.708  -1.033  -1.475  0.30
H  -2.016  1.237  -0.576  0.30
H  -0.544  2.118  1.109  0.35

Atomic forces in eV per Å
C -1.7169 0.6139 0.4963
C 0.2629 -1.4716 -0.9326
C 0.0210 1.9299 0.1507
C -0.7307 -0.5149 -0.1254
C -1.5109 -0.0452 2.2657
C 1.6451 0.9457 -2.5333
H -0.4987 -1.1589 1.5692
H 1.0676 0.7534 -0.7947
H -0.3715 -1.0146 0.6213
H 1.1136 0.2723 -0.3125
H 0.4074 -0.4678 -0.1355
H 0.3111 0.1577 -0.2691